(1)
Entry from the OMol25 dataset: a 10-piece molecular cluster, H20O10 overall (the ωB97M-V functional and the def2-TZVPD basis).

```
30
Properties=species:S:1:pos:R:3
O 0.17 -0.10 0.48
O -0.77 -2.29 1.57
O 2.61 -0.25 -1.15
O -0.36 1.59 -1.64
O -2.82 -1.07 3.06
O 2.43 -0.53 1.79
O -0.19 -1.26 -2.49
O -2.61 1.54 0.20
O 1.55 0.98 -3.62
O 0.33 2.85 1.66
H -1.01 -2.78 0.75
H 2.03 0.25 -4.04
H 1.02 0.54 -2.99
H 0.32 -2.02 -2.85
H -3.51 -1.67 2.82
H 0.56 1.75 -1.52
H -2.26 -1.27 2.35
H -0.04 -2.77 2.00
H 0.11 -1.27 -1.55
H 2.25 -1.46 1.74
H -0.14 0.30 -0.34
H -0.26 -0.95 0.75
H 1.78 -0.18 1.20
H 2.38 0.68 -1.19
H -2.58 0.62 -0.04
H 3.42 -0.33 -0.56
H -0.71 2.13 -0.92
H 0.31 2.03 2.20
H -0.52 3.26 1.80
H -3.49 1.68 0.52
```

Summary:
ΔE to the lowest compared entry with this formula, charge and spin ... 77.5 kcal per mole
Total charge ... 0
HOMO energy ... -10.68 eV
Max |F| ... 2.15 eV/Å

=====

(2)
Entry from the OMol25 dataset: C14H22FN4OS as an isolated structure (the ωB97M-V functional and the def2-TZVPD basis).

```
43
Properties=species:S:1:pos:R:3
S 5.90 1.27 0.07
F 2.09 3.84 0.09
O -5.91 3.09 1.84
N -4.61 0.51 -0.14
N 4.95 -0.06 -0.36
N 4.75 2.51 0.20
N 2.66 -1.88 -1.14
C 1.11 0.18 -0.85
C 2.77 -3.21 1.08
C 1.06 1.68 -0.51
C -0.19 -0.60 -1.23
C -3.35 -0.26 0.04
C 2.41 -0.50 -0.81
C -4.92 3.82 1.30
C -2.74 -0.62 -1.40
C 2.75 -2.03 2.16
C 1.97 -2.84 -0.23
C 2.24 2.47 -0.16
C -1.44 0.30 -1.61
C 3.60 1.82 -0.10
C 3.62 0.34 -0.44
H 0.10 2.27 -0.55
H 2.62 -2.50 3.19
H 0.07 -1.24 -2.14
H -5.17 4.41 0.38
H 1.85 -3.80 -0.82
H 3.81 -3.61 0.87
H 1.87 -1.35 2.00
H -2.48 -1.71 -1.42
H -3.62 -1.20 0.62
H 0.94 -2.53 0.08
H -1.35 0.68 -2.67
H 3.73 -1.48 2.07
H -1.59 1.19 -0.94
H -3.46 -0.30 -2.21
H -0.53 -1.31 -0.42
H -4.46 4.61 1.94
H -2.62 0.31 0.69
H 3.67 -2.04 -1.04
H -4.01 3.26 0.96
H 2.22 -4.08 1.56
H -5.09 0.64 0.77
H -5.25 -0.08 -0.69
```

Summary:
Total charge ... -1
HOMO energy ... -1.96 eV
Max |F| ... 4.33 eV/Å

=====

(3)
Entry from the OMol25 dataset: C31H35ClN2Si2Zr as an isolated structure (the ωB97M-V functional and the def2-TZVPD basis).

```
72
Properties=species:S:1:pos:R:3
Zr 2.34 -0.40 2.85
Cl -0.83 -0.40 2.11
Si 0.72 -0.13 0.70
Si -2.86 0.69 -0.93
N 2.36 -2.67 2.83
N 2.10 -1.10 5.06
C 0.95 2.67 0.87
C 4.09 0.88 3.73
C 1.44 3.90 0.43
C -0.21 -3.22 -2.02
C -3.83 4.67 -1.37
C 1.68 -3.32 4.02
C 2.17 -2.76 -2.05
C 1.19 1.78 -1.37
C -2.81 -1.33 -2.80
C -3.64 2.36 -2.93
C -0.38 -2.28 -1.00
C 1.98 -1.76 -1.10
C 4.58 -0.48 3.58
C -3.65 3.62 -3.55
C -5.55 -1.76 -3.05
C 4.55 -0.81 2.18
C -3.56 2.26 -1.53
C 2.06 -2.61 5.28
C -4.65 -2.47 -3.86
C 4.10 0.36 1.46
C 1.79 4.10 -0.91
C -3.78 3.41 -0.75
C -5.06 -0.88 -2.06
C 1.66 3.03 -1.81
C -3.68 -0.64 -1.96
C 1.06 -3.48 -2.54
C 0.83 1.58 -0.02
C -3.28 -2.28 -3.70
C 3.82 1.39 2.42
C 0.70 -1.49 -0.57
C -3.73 4.77 -2.77
H 4.08 1.47 4.65
H 1.19 -4.22 -3.33
H 3.17 -2.97 -2.43
H -3.66 1.45 -3.53
H 1.33 -2.80 6.07
H 0.61 -3.25 3.84
H -2.57 -2.83 -4.32
H -1.08 -3.74 -2.44
H 1.11 0.95 -2.08
H -1.44 0.85 -1.32
H -3.60 3.67 -4.64
H 3.05 -2.90 5.65
H 5.03 -1.09 4.37
H 1.25 -0.68 5.44
H -3.88 3.31 0.33
H 3.32 -3.03 2.79
H 1.96 -3.04 1.95
H -2.91 0.47 0.53
H 2.84 -0.70 5.66
H -5.03 -3.14 -4.63
H 1.55 4.72 1.14
H 1.94 3.16 -2.85
H -3.73 5.75 -3.25
H 4.07 0.48 0.38
H 2.83 -1.15 -0.76
H 4.96 -1.71 1.70
H 3.55 2.42 2.16
H -1.38 -2.11 -0.58
H -3.95 5.57 -0.77
H -5.77 -0.37 -1.40
H 0.70 2.55 1.93
H 2.18 5.05 -1.25
H -6.63 -1.86 -3.20
H 1.98 -4.38 4.07
H -1.75 -1.11 -2.75
```

Summary:
ΔE to the lowest compared entry with this formula, charge and spin ... 18.5 kcal per mole
Total charge ... +2
HOMO energy ... -12.29 eV
Max |F| ... 3.74 eV/Å

=====

(4)
Entry from the OMol25 dataset: one molecule with the formula C5H10O (the ωB97M-V functional and the def2-TZVPD basis).

```
16
Properties=species:S:1:pos:R:3
O 0.68 -1.79 -0.04
C 1.53 0.03 -1.60
C 1.43 -0.60 -0.24
C -1.69 0.97 1.13
C -1.17 -0.18 0.27
C 0.23 -0.61 0.62
H -1.54 0.75 2.19
H 2.09 -0.59 -2.30
H -1.27 0.04 -0.80
H -2.77 1.12 0.97
H 2.08 0.97 -1.49
H -1.19 1.92 0.91
H 2.39 -0.64 0.28
H 0.55 0.25 -2.04
H 0.43 -0.59 1.69
H -1.79 -1.06 0.45
```

Summary:
ΔE to the lowest compared entry with this formula, charge and spin ... 27.3 kcal per mole
Total charge ... 0
HOMO energy ... -9.99 eV
Max |F| ... 0.30 eV/Å

=====

(5)
Entry from the OMol25 dataset: C19H52CrF6O19S2 as an isolated structure (the ωB97M-V functional and the def2-TZVPD basis).

```
99
Properties=species:S:1:pos:R:3
Cr 2.36 0.71 -3.87
S 4.78 1.26 -1.43
S -0.15 -0.41 -1.57
F 2.88 1.71 0.38
F 0.19 0.92 0.64
F 1.58 -0.70 0.36
F 4.82 2.49 0.88
F -0.48 -1.16 0.91
F 3.65 3.50 -0.62
O 1.01 -1.09 4.90
O -0.39 -1.80 -1.83
O 5.93 2.02 -1.79
O -2.55 -3.43 -1.57
O 0.98 0.16 -2.29
O -3.72 1.22 -0.67
O -1.23 5.39 2.81
O 1.06 -5.15 2.18
O -3.47 0.27 -3.63
O 3.65 -1.43 -3.14
O 0.94 4.56 -1.50
O 3.80 1.20 -2.52
O -1.60 -3.02 4.52
O 4.99 -0.01 -0.78
O 0.96 0.95 -5.49
O 1.28 2.58 -3.29
O -1.32 0.44 -1.66
O 1.36 -1.60 -4.54
O 3.75 -4.51 2.70
C -1.86 4.33 3.56
C 1.68 0.73 3.52
C -4.69 1.25 -1.70
C 0.42 4.18 -0.21
C 0.34 2.94 -4.29
C -2.25 -3.69 3.43
C 0.30 -0.34 0.23
C 2.85 -3.53 2.21
C 2.78 -2.54 -2.90
C -0.16 1.68 -4.96
C -1.01 3.74 -0.34
C 0.51 0.04 4.18
C 2.10 -2.78 -4.20
C -4.50 0.08 -2.66
C 3.96 2.30 -0.11
C -3.76 -3.82 3.57
C -0.90 3.18 3.68
C -2.72 -3.56 -0.17
C 1.40 -3.81 2.53
H 2.34 1.12 4.29
H -5.69 1.13 -1.28
H 3.09 -2.49 2.46
H 0.48 5.01 0.49
H -5.45 -0.11 -3.18
H -0.89 1.98 -5.72
H -2.73 4.05 2.95
H -3.73 -3.93 0.02
H 2.03 -2.25 -2.16
H 2.94 -3.58 1.11
H 1.44 5.37 -1.44
H 1.36 1.60 2.95
H 0.12 0.76 4.91
H 0.70 -3.10 2.08
H 2.21 0.12 2.79
H -1.91 -4.17 0.23
H -1.91 6.02 2.53
H 0.88 0.83 -6.43
H -2.85 1.12 -1.09
H -2.00 -3.06 2.57
H -2.66 0.30 -3.09
H -0.43 2.91 2.74
H -2.24 4.69 4.53
H -1.79 -4.65 3.24
H -0.75 1.04 -4.30
H 2.83 -3.00 -4.98
H -4.27 -2.86 3.68
H 1.18 -3.69 3.60
H -4.34 -0.86 -2.12
H -3.97 -4.43 4.45
H 0.29 -1.61 5.27
H 4.07 -1.19 -2.30
H -2.71 -2.56 0.28
H -2.07 -2.20 4.72
H -4.14 -4.32 2.68
H -1.34 3.20 0.55
H -1.79 -2.86 -1.78
H 4.22 -4.12 3.44
H -1.43 2.35 4.15
H -1.19 3.04 -1.16
H -0.58 3.40 -3.92
H 0.81 -1.87 -5.28
H -0.08 3.47 4.34
H 1.44 -3.64 -4.05
H 1.22 -5.70 2.95
H -0.28 -0.26 3.49
H 1.05 3.38 0.18
H -1.77 4.53 -0.39
H 3.33 -3.41 -2.54
H 1.16 3.27 -2.59
H -4.56 2.19 -2.25
H 0.77 3.61 -5.05
```

Summary:
Spin multiplicity ... 5
Expectation value of S² ... 6.00
Total charge ... 0
HOMO energy (spin up / spin down) ... -9.36 / -9.36 eV
Max |F| ... 1.73 eV/Å

=====

(6)
Entry from the OMol25 dataset: C12H24BrHfIO8 as an isolated structure (the ωB97M-V functional and the def2-TZVPD basis).

```
47
Properties=species:S:1:pos:R:3
Hf 6.99 3.36 12.15
I 5.55 5.98 12.19
Br 8.55 1.41 10.63
O 6.34 3.54 9.75
O 8.22 6.27 9.00
O 7.22 1.06 15.88
O 7.40 1.34 13.66
O 8.09 -0.59 14.68
O 5.92 3.47 14.47
O 8.58 4.78 10.72
O 10.36 5.68 9.49
C 11.38 4.89 10.13
C 9.03 5.51 9.84
C 7.59 0.62 14.66
C 5.58 4.79 16.45
C 5.72 3.64 8.73
C 5.21 3.72 15.46
C 8.69 6.92 7.77
C 4.66 4.66 8.49
C 6.10 2.82 7.50
C 4.05 2.86 15.96
C 8.48 -1.38 13.55
C 7.37 0.36 17.15
H 12.37 4.95 9.69
H 7.75 -1.35 12.75
H 11.43 5.35 11.12
H 8.28 0.70 17.64
H 7.47 -0.72 17.03
H 8.04 7.67 7.32
H 11.05 3.86 10.26
H 4.69 5.23 16.90
H 4.62 5.09 7.49
H 6.48 0.57 17.74
H 3.61 2.34 15.12
H 3.22 3.53 16.17
H 5.98 4.29 17.33
H 4.78 5.48 9.20
H 9.65 7.42 7.93
H 6.74 1.98 7.75
H 8.99 6.18 7.02
H 5.25 2.38 6.98
H 6.29 5.50 16.02
H 4.41 2.17 16.73
H 3.67 4.27 8.72
H 6.58 3.27 6.64
H 8.60 -2.42 13.87
H 9.46 -1.16 13.13
```

Summary:
Total charge ... +2
HOMO energy ... -15.22 eV
Max |F| ... 5.08 eV/Å

=====

(7)
Entry from the OMol25 dataset: an isolated ion of composition C5H11N3 and charge +2 (the ωB97M-V functional and the def2-TZVPD basis).

```
19
Properties=species:S:1:pos:R:3
N 0.50 -0.21 -0.11
N -2.58 1.48 0.41
N -1.94 -0.64 -0.58
C -1.17 -1.67 -0.57
C 2.86 -0.39 0.50
C 1.74 0.49 -0.08
C 0.23 -1.45 -0.26
C -1.82 0.62 -0.48
H -3.45 1.05 0.86
H 3.64 0.29 0.89
H -1.16 1.19 -1.26
H -2.89 2.35 -0.08
H -1.66 -2.57 -0.73
H 2.37 -1.01 1.21
H -2.08 1.84 1.24
H 1.88 0.79 -1.23
H 0.83 -2.30 0.01
H 3.26 -1.24 -0.11
H 1.43 1.38 0.38
```

Summary:
ΔE to the lowest compared entry with this formula, charge and spin ... 138.9 kcal per mole
Total charge ... +2
HOMO energy (spin up / spin down) ... -18.52 / -18.52 eV
Max |F| ... 4.31 eV/Å

=====

(8)
Entry from the OMol25 dataset: an isolated ion of composition HO5S2 and charge -1 (the ωB97M-V functional and the def2-TZVPD basis).

```
8
Properties=species:S:1:pos:R:3
S -0.01 0.03 0.32
S 1.26 1.61 -0.28
O 1.03 1.26 1.34
O -1.34 0.54 0.56
O -0.46 -1.13 -1.03
O -1.26 -2.01 -0.33
O 2.48 0.96 -0.75
H -1.71 -1.25 0.17
```

Summary:
ΔE to the lowest compared entry with this formula, charge and spin ... 119.4 kcal per mole
Total charge ... -1
HOMO energy ... -4.42 eV
Max |F| ... 3.23 eV/Å

=====

(9)
Entry from the OMol25 dataset: C14H34BCuN2O12V2 as an isolated structure (the ωB97M-V functional and the def2-TZVPD basis).

```
66
Properties=species:S:1:pos:R:3
Cu 0.02 -0.47 -0.12
V -3.95 -1.47 1.34
V -1.70 -3.65 2.70
O -2.24 -1.54 -0.09
O 1.93 -0.54 1.74
O -0.49 -2.90 3.54
O -5.15 -1.75 0.39
O 0.69 4.06 1.15
O 1.13 -2.32 -4.88
O -4.82 -2.59 3.04
O -2.86 -3.32 0.67
O -0.93 -2.80 0.87
O -3.34 -3.70 4.12
O -0.03 0.96 -2.00
O -2.99 -1.98 3.31
N -1.13 1.55 0.61
N 1.82 -1.71 -1.16
C 2.13 -0.48 3.20
C 0.67 2.85 1.89
C 0.97 2.00 -2.17
C 2.84 -1.50 1.12
C -3.88 -2.64 3.82
C 2.12 -1.45 -5.61
C -1.45 2.41 -0.59
C 0.78 -2.07 -3.53
C 2.04 -1.75 -2.62
C -1.91 -2.69 0.12
C 2.00 4.47 0.84
C 3.07 -1.32 -0.39
C -1.39 1.51 -1.90
C -0.77 2.29 1.81
B -3.82 0.75 1.34
H 2.54 4.89 1.69
H 2.78 -2.49 -2.93
H 2.40 -0.75 -2.85
H 1.94 1.52 -2.21
H -0.01 -1.32 -3.60
H 3.70 -1.62 1.78
H 1.34 2.10 1.47
H 3.84 -2.04 -0.69
H -2.01 0.61 -1.95
H -1.50 2.13 -2.79
H 2.63 3.64 0.52
H 3.03 -1.33 -5.02
H -0.84 1.69 2.71
H 1.67 -0.47 -5.79
H 0.93 3.07 2.92
H -2.47 2.81 -0.57
H 2.47 -2.04 -6.45
H 3.30 -0.29 -0.65
H 2.24 -1.48 3.61
H 2.94 0.12 3.61
H 1.30 -0.03 3.75
H 0.25 -2.94 -3.14
H 2.02 5.22 0.05
H -2.00 1.11 0.86
H -3.89 1.83 1.31
H -0.72 3.21 -0.52
H 1.47 -2.56 -0.74
H 2.31 -2.45 1.22
H -3.89 0.43 0.31
H -4.61 0.41 1.98
H -2.89 0.40 1.75
H 1.12 2.57 -1.25
H -1.42 3.15 1.99
H 0.71 2.70 -2.96
```

Summary:
Spin multiplicity ... 4
Expectation value of S² ... 3.88
Total charge ... +1
HOMO energy (spin up / spin down) ... -11.79 / -11.91 eV
Max |F| ... 12.65 eV/Å

=====

(10)
Entry from the OMol25 dataset: C24H18Cl5N4O2RuS as an isolated structure (the ωB97M-V functional and the def2-TZVPD basis).

```
55
Properties=species:S:1:pos:R:3
Ru 0.44 0.66 -0.60
Cl -2.20 -0.04 -3.64
Cl 1.36 1.66 -7.27
Cl -1.31 0.24 -6.54
Cl 3.14 2.86 -5.00
Cl 2.26 2.57 -2.05
S -1.48 -1.34 -0.52
O 1.33 -1.39 0.32
O 1.42 -1.01 -1.83
N -3.24 0.66 -0.72
N -4.10 -1.45 -0.73
N -2.19 1.56 -0.93
N 2.30 1.48 0.81
C 1.61 -1.78 -0.84
C -1.21 2.42 3.83
C 6.32 1.58 -0.31
C 4.16 0.49 -0.34
C 2.59 3.51 2.04
C 2.18 -3.15 -1.06
C -3.00 -0.67 -0.69
C 0.42 2.17 2.08
C 4.46 2.58 0.87
C 0.89 1.50 -5.63
C 3.63 1.52 0.46
C 1.68 2.03 -4.62
C 5.82 2.59 0.46
C -0.29 0.86 -5.28
C 5.48 0.52 -0.71
C -0.65 0.73 -3.94
C 3.89 3.60 1.66
C -1.58 0.90 2.00
C -2.00 1.47 3.19
C -0.38 1.24 1.39
C 0.12 1.20 -2.89
C 1.81 2.40 1.61
C 0.00 2.76 3.27
C 1.26 1.88 -3.31
H 1.73 -3.86 -0.38
H -1.53 2.87 4.76
H 3.25 -3.11 -0.84
H 3.51 -0.31 -0.65
H -4.99 -1.09 -1.04
H 2.05 -3.46 -2.09
H -2.20 2.29 -0.23
H -3.95 -2.44 -0.78
H -2.93 1.16 3.64
H -4.18 0.96 -0.97
H 7.35 1.59 -0.62
H 2.13 4.28 2.64
H -2.19 1.91 -1.89
H 0.65 3.46 3.79
H 4.49 4.44 1.96
H 6.45 3.41 0.78
H -2.21 0.14 1.55
H 5.88 -0.27 -1.33
```

Summary:
ΔE to the lowest compared entry with this formula, charge and spin ... 13.1 kcal per mole
Spin multiplicity ... 6
Expectation value of S² ... 8.76
Total charge ... 0
HOMO energy (spin up / spin down) ... -7.37 / -8.42 eV
Max |F| ... 0.92 eV/Å

=====

(11)
Entry from the OMol25 dataset: an isolated ion of composition C5H6PS and charge -1 (the ωB97M-V functional and the def2-TZVPD basis).

```
13
Properties=species:S:1:pos:R:3
S 0.90 2.30 2.21
P -1.73 1.27 -1.03
C 0.89 -1.06 1.07
C 0.23 1.33 1.14
C -0.71 -0.09 -0.62
C -1.73 2.82 -0.59
C 0.17 0.16 0.50
H -0.73 -1.12 -1.03
H 0.03 -1.68 1.60
H -1.80 1.11 -2.40
H 1.72 -0.84 1.68
H -1.80 2.81 0.49
H 1.14 -1.82 0.26
```

Summary:
ΔE to the lowest compared entry with this formula, charge and spin ... 119.1 kcal per mole
Total charge ... -1
HOMO energy ... -2.09 eV
Max |F| ... 3.62 eV/Å

=====

(12)
Entry from the OMol25 dataset: a 2-piece molecular cluster, C5H7N overall (the ωB97M-V functional and the def2-TZVPD basis).

```
13
Properties=species:S:1:pos:R:3
N 1.15 -0.83 -0.80
C -1.52 -0.12 0.30
C -1.13 0.40 1.43
C 1.42 0.66 -0.68
C 1.57 -0.40 0.30
C -1.56 -0.70 -0.87
H 1.85 -0.78 1.27
H 0.55 1.32 -0.65
H -1.75 0.80 2.22
H -0.05 0.43 1.58
H 2.29 1.03 -1.22
H -1.57 -1.79 -0.94
H -1.49 -0.14 -1.80
```

Summary:
ΔE to the lowest compared entry with this formula, charge and spin ... 103.5 kcal per mole
Total charge ... 0
HOMO energy ... -9.65 eV
Max |F| ... 0.72 eV/Å